Record 1
The following is a DFT calculation (ωB97M-V with the def2-TZVPD basis set) of a structure of composition C18H45BrCuN5O2P2Se.

Summary:
**Net charge**: +1
**Lowest unoccupied orbital energy (alpha / beta)**: -2.4 / -3.1 eV
**E_HOMO (alpha / beta)**: -10.3 / -10.5 eV
**Multiplicity**: 2

```
75
C18H45BrCuN5O2P2Se, DFT ωB97M-V with the def2-TZVPD basis set
Se -0.907 -0.569 4.052
H -2.523 1.104 -1.459
H -2.373 -1.036 -1.934
H 3.448 0.475 -0.462
H -1.820 4.933 -1.625
H 2.177 2.950 1.865
H -2.806 -2.642 -2.520
N 3.809 -1.420 -1.352
C -2.390 4.521 -0.788
Br 0.770 -0.211 -2.230
H -0.338 5.447 0.875
C 0.229 3.386 -2.933
C -0.019 -4.942 0.575
H -2.537 2.746 0.404
C -2.088 3.040 -0.544
C -1.386 -4.394 0.979
H 3.623 -2.375 -0.987
H -0.844 3.194 1.925
C 3.810 -0.504 -0.159
H 1.146 1.508 1.935
C 0.664 3.601 -1.482
H 1.955 -1.990 3.925
H -1.987 -6.303 -1.508
H 0.495 4.646 -1.218
H 2.988 -1.170 -1.926
H -3.450 4.636 -1.032
N -0.937 -1.850 -0.099
H -1.280 -3.628 1.752
C -2.719 2.163 -1.631
O 1.378 -0.599 1.194
C 0.418 4.841 1.370
C -3.198 -4.668 -0.744
H 3.813 -0.006 2.762
H -3.624 -5.286 0.045
C -1.896 -2.581 -0.565
H 0.504 5.197 2.401
H -2.197 5.134 0.091
C 2.153 3.281 -1.314
H 4.120 -1.746 3.008
H -2.181 -4.958 -2.639
C 0.089 3.346 1.382
H 1.357 -0.687 3.150
C 3.383 -1.005 2.712
H -4.005 -4.035 -1.100
O 2.790 -2.757 0.666
H 4.819 -0.431 0.248
H 1.377 5.030 0.880
H 2.346 2.256 -1.642
Cu -0.384 0.107 -0.237
N -2.168 -3.830 -0.121
H 0.922 3.913 -3.597
H -0.347 -2.294 0.594
H -0.118 -5.699 -0.205
H 2.314 -0.488 4.490
H -1.988 -5.187 1.418
H 2.751 3.954 -1.935
P 2.678 -1.314 1.040
H -0.768 3.776 -3.130
C 1.185 2.578 2.139
H -3.804 2.297 -1.626
H 4.659 -1.386 -1.906
C -1.278 0.062 2.430
H -3.793 -1.866 -1.276
H 0.249 2.329 -3.203
N 2.195 -1.041 3.645
P -0.304 2.606 -0.277
N -1.490 0.502 1.362
H 0.649 -4.160 0.210
H 0.460 -5.409 1.439
C -2.688 -5.552 -1.875
H -3.522 -6.076 -2.348
C -2.773 -2.000 -1.639
H 1.064 2.729 3.215
H -2.356 2.413 -2.627
H 2.495 3.390 -0.282
```


Record 2
The following is a DFT calculation (ωB97M-V with the def2-TZVPD basis set) of a structure of composition C26H48IrO2P2.

Summary:
**Net charge**: +1
**Lowest unoccupied orbital energy (alpha / beta)**: -1.7 / -4.8 eV
**E_HOMO (alpha / beta)**: -8.1 / -11.0 eV
**Multiplicity**: 5

```
79
C26H48IrO2P2, DFT ωB97M-V with the def2-TZVPD basis set
H 1.793 3.789 0.349
H -3.146 0.792 -1.846
H -2.369 0.883 -4.057
C -3.072 2.357 1.622
H -1.284 3.906 0.317
C 1.601 0.319 -3.473
C 0.848 2.286 2.210
C 1.545 -0.158 1.475
H 0.455 -3.485 2.706
H -1.614 0.680 5.247
H -3.598 1.573 2.179
H -0.936 0.190 -4.797
H 2.896 -2.522 1.204
H 1.687 -1.763 2.880
H -0.325 2.901 -0.803
H 1.037 -1.778 -3.637
H -2.695 -1.024 -2.880
C -1.554 -0.201 2.105
C 3.407 -1.765 0.597
P -2.139 1.663 0.209
H -3.818 3.060 1.225
H 4.234 -0.257 -1.715
H 0.287 1.849 3.038
C 1.165 1.280 1.147
H 2.657 0.599 -3.341
H 2.350 -1.492 -2.527
C -1.381 0.460 -3.822
H -2.408 2.910 2.297
H -4.300 1.702 -0.813
C -3.474 0.977 -0.815
H 0.258 3.106 1.779
C 0.323 -3.800 -0.199
C 2.950 0.619 -0.227
C -0.601 -3.334 2.444
H -1.548 -0.889 -0.826
H -3.030 0.697 4.107
H 1.785 2.708 2.608
H 1.448 0.201 -4.560
H 0.210 -3.585 -1.265
H 3.530 -2.187 -0.413
H -1.098 2.441 -2.933
C -2.413 -3.054 0.206
H 3.426 3.326 -0.180
H 0.821 -0.330 3.487
C 0.750 1.446 -2.944
P -0.719 -2.654 0.763
H -1.068 -2.659 3.174
C 2.650 -0.492 0.571
C -2.095 0.188 4.389
C 0.457 -1.109 -1.681
H 1.378 -3.674 0.070
O -1.124 0.281 3.312
H -2.611 -4.118 0.383
H -2.322 -0.869 4.594
H 1.306 2.352 -2.667
C 1.385 -1.080 -2.858
H 0.974 -1.292 -0.707
H 0.004 -4.829 0.002
Ir -0.331 0.067 0.478
H -3.825 0.042 -0.349
H 2.067 3.299 -1.306
C 2.357 3.091 -0.274
H -1.942 3.510 -1.306
H 2.593 -0.308 3.328
H 5.049 0.836 -0.590
H 4.415 -1.631 1.023
H 4.011 1.507 -1.864
C -1.342 3.141 -0.463
C 4.113 0.680 -1.153
H -1.118 -4.305 2.466
H -3.110 -2.432 0.776
C 2.116 1.692 0.107
H -1.318 -1.720 -3.720
H -2.520 -2.847 -0.864
C 1.655 -0.667 2.873
O -2.665 -0.751 2.040
C -0.881 -0.966 -1.751
C -0.581 1.497 -3.104
C -1.617 -0.876 -3.056
```


Total energy: -8435.6945 -1956.5651 (a.u.)